Here is 3 unconnected molecules or ions with the total composition C32H58BrF3N4O7 from the Open Molecules 2025 dataset. Energies are from ωB97M-V with the def2-TZVPD basis set.

Each line ends with the Löwdin charge.
Geometry (Å):
C  -2.2371  1.6210  -4.6097  -0.149
C  -1.5306  1.3784  -6.0326  -0.259
C  -0.8531  -0.1105  -6.1753  -0.204
C  0.6479  0.0274  -5.6099  -0.223
C  1.4198  -1.3639  -5.3789  -0.197
C  0.6334  -2.4409  -4.4770  -0.179
C  -0.0931  -1.8395  -3.1752  -0.128
C  0.8781  -1.5400  -1.9278  -0.143
C  2.0562  -2.6119  -1.6756  -0.269
O  1.7339  -3.8379  -1.6924  0.081
N  3.4754  -2.2469  -1.4311  0.164
C  4.2762  -3.4979  -1.2267  -0.316
O  4.9796  -4.0064  -2.1423  0.116
F  4.2651  -4.1761  0.0429  0.028
C  1.3336  0.0146  -2.1568  -0.293
O  2.4098  0.4775  -2.6092  0.080
N  0.0970  0.7431  -1.6947  0.088
C  -0.7463  -0.0510  -0.7077  -0.575
Br  -2.6495  -0.4525  -1.2622  0.890
N  -0.9581  0.9714  0.3777  0.024
C  -2.0332  1.9399  0.0386  -0.383
O  -3.0185  2.1434  0.8062  0.096
F  -1.9980  2.7544  -1.1532  0.044
C  -1.1793  0.3700  1.7068  -0.318
O  -1.9032  -0.6040  1.9792  0.153
F  -0.5165  1.0235  2.8112  0.054
C  0.2165  -1.3110  -0.4493  -0.228
O  -0.2575  -2.4595  0.2803  -0.095
C  0.6658  -2.5835  1.4195  -0.159
C  0.3222  -3.8280  2.3852  -0.161
N  0.4463  -3.4344  3.8446  -0.085
C  1.8120  -3.7294  4.3759  -0.185
C  2.7957  -2.4179  4.3981  -0.363
C  3.6369  -2.3385  5.7928  -0.076
O  2.0582  -1.1687  4.3017  -0.103
H  -1.5284  1.3240  -3.7381  0.039
H  -2.4689  2.7478  -4.4395  0.082
H  -3.2517  1.0616  -4.5222  0.079
H  -2.1863  1.6503  -6.9408  0.105
H  -0.6256  2.1099  -6.0739  0.104
H  -0.8601  -0.3202  -7.3168  0.116
H  -1.5264  -0.8222  -5.5824  0.101
H  0.6081  0.7191  -4.6972  0.091
H  1.2492  0.6077  -6.4192  0.125
H  2.4912  -1.1910  -4.9923  0.111
H  1.5488  -1.8520  -6.4275  0.119
H  1.3847  -3.2896  -4.2334  0.117
H  -0.1878  -2.9490  -5.1208  0.122
H  -0.7619  -0.9403  -3.4760  0.085
H  -0.8426  -2.6529  -2.8152  0.135
H  3.4895  -1.7796  -0.5068  0.128
H  0.4982  1.5088  -1.1041  0.147
H  1.1004  -0.8336  0.1315  0.164
H  0.6643  -1.6410  2.0956  0.114
H  1.7646  -2.7424  1.0700  0.124
H  -0.7378  -4.2699  2.2081  0.141
H  1.0548  -4.7031  2.1518  0.121
H  -0.1774  -4.1130  4.3296  0.108
H  1.6752  -4.0061  5.4974  0.124
H  2.3251  -4.6432  3.8927  0.121
H  3.5422  -2.4910  3.5078  0.141
H  3.8778  -3.4047  6.1882  0.083
H  4.6211  -1.7452  5.6731  0.074
H  3.0289  -1.8088  6.6272  0.096
H  2.2018  -0.7375  3.4229  0.066
C  -10.1482  1.3071  -1.4268  -0.116
C  -8.8707  0.5143  -1.6645  -0.275
C  -7.8902  0.5824  -0.4930  -0.228
C  -7.3545  1.9813  -0.1697  -0.223
C  -6.6434  2.6908  -1.3231  -0.260
C  -5.3938  1.9626  -1.7973  -0.125
H  -9.9452  2.3738  -1.3028  0.066
H  -10.8253  1.1964  -2.2780  0.069
H  -10.6680  0.9489  -0.5334  0.075
H  -8.3914  0.8565  -2.5876  0.098
H  -9.1402  -0.5353  -1.8300  0.104
H  -7.0502  -0.0905  -0.6981  0.099
H  -8.3799  0.1854  0.4039  0.110
H  -6.6620  1.8980  0.6766  0.111
H  -8.1773  2.6147  0.1781  0.101
H  -6.3556  3.6934  -0.9885  0.108
H  -7.3274  2.8341  -2.1657  0.100
H  -4.6770  1.8497  -0.9808  0.028
H  -4.9079  2.5298  -2.5967  0.071
H  -5.6289  0.9706  -2.1919  0.063
C  7.7884  3.1003  4.7511  -0.115
C  6.8695  3.4321  3.5837  -0.274
C  5.4092  3.6180  3.9977  -0.228
C  4.7389  2.3800  4.6031  -0.219
C  4.7433  1.1351  3.7149  -0.264
C  3.9737  1.3215  2.4148  -0.112
H  7.5162  2.1531  5.2238  0.065
H  8.8216  3.0120  4.4052  0.070
H  7.7527  3.8871  5.5102  0.076
H  6.9558  2.6567  2.8154  0.098
H  7.2194  4.3621  3.1211  0.105
H  4.8364  3.9522  3.1255  0.100
H  5.3477  4.4342  4.7269  0.110
H  3.7016  2.6359  4.8503  0.113
H  5.2212  2.1336  5.5547  0.103
H  4.2881  0.3098  4.2728  0.080
H  5.7696  0.8254  3.4934  0.104
H  2.9309  1.5871  2.6143  0.073
H  3.9809  0.3913  1.8367  0.057
H  4.4158  2.1013  1.7906  0.070

Atoms 1-6, force components in eV/Å:
-0.24 0.37 -0.01
1.10 0.33 0.28
-0.41 1.74 -0.24
0.06 -0.17 -0.79
-0.20 -0.16 -0.58
0.24 -0.09 -0.46

## Properties
structure (SMILES): CCCCCCC[C@@]1(C(=O)NC(=O)F)C(=O)N[C@](Br)(N(C(=O)F)C(=O)F)[C@H]1OCCNC[C@H](C)O.CCCCCC.CCCCCC
frontier orbital gap: 8.9917 eV
total charge: 0

=====

Here is 2 unconnected molecules or ions with the total composition C2H8SSi from the Open Molecules 2025 dataset. Energies are from ωB97M-V with the def2-TZVPD basis set.

Each line ends with the Löwdin charge.
Geometry (Å):
C  -0.8643  -1.6349  -0.0730  -0.006
C  0.7838  0.3297  -0.8319  -0.750
Si  -0.4042  1.4768  0.0117  0.513
S  2.2580  -0.2848  -0.0251  0.593
H  -0.3399  -2.2709  -0.7647  -0.022
H  -1.9697  -1.4174  -0.1506  0.017
H  -0.4117  -1.8412  0.8928  -0.009
H  0.7896  0.3178  -1.9039  -0.019
H  -0.2894  1.2344  1.4247  -0.101
H  0.3734  2.7524  0.0500  -0.062
H  -1.7942  1.1263  0.0667  -0.086
H  1.8686  0.2117  1.3034  -0.070

Atoms 1-6, force components in eV/Å:
-0.17 0.34 -0.03
-0.41 -1.08 1.23
2.07 -0.44 1.07
-1.72 1.54 1.48
-0.45 0.00 -0.74
1.58 -0.33 -0.01

## Properties
frontier orbital gap (spin up / spin down): 8.5421 / 7.9061 eV
ΔE to the lowest compared entry with this formula, charge and spin: 518.8 kJ/mol
total charge: 0

=====

Here is a gas-phase ion, C5H10NO5S (charge -1) from the Open Molecules 2025 dataset. Energies are from ωB97M-V with the def2-TZVPD basis set.

Each line ends with the Löwdin charge.
Geometry (Å):
C  -1.3975  -0.1795  -1.0337  -0.049
C  -0.4941  0.4039  0.0785  -0.517
C  -0.8851  0.0199  1.4924  -0.050
C  -0.5277  1.9896  -0.0226  -0.036
C  0.8353  -0.0635  -0.4164  -0.223
N  1.9241  0.3061  0.3684  -0.420
O  2.9616  0.6313  -0.1935  0.051
O  1.8090  0.3625  1.5979  0.045
S  0.9321  -2.1389  -0.4893  0.484
O  2.2951  -2.3971  -0.1623  -0.319
O  0.6231  -2.2406  -1.9259  -0.379
O  -0.1136  -2.6275  0.3716  -0.332
H  -1.0409  0.2302  -1.9047  0.054
H  -1.4261  -1.2575  -0.9378  0.070
H  -2.3552  0.1318  -0.8350  0.056
H  -0.4936  0.5823  2.3042  0.074
H  -1.8768  -0.0745  1.7071  0.059
H  -0.4477  -0.8679  1.6590  0.022
H  0.3683  2.3691  0.4203  0.049
H  -0.5173  2.3098  -1.1468  0.112
H  -1.2383  2.5134  0.6361  0.075
H  1.0654  -0.0030  -1.5674  0.174

Atoms 1-6, force components in eV/Å:
0.46 -0.90 3.14
-1.11 2.16 -0.87
1.41 1.42 -0.77
0.29 -0.36 -1.57
-0.02 -3.10 -2.03
2.09 1.58 1.33

## Properties
structure (SMILES): CC(C)(C)[C@@H]([N+](=O)[O-])S(=O)(=O)[O-]
frontier orbital gap: 9.1528 eV
ΔE to the lowest compared entry with this formula, charge and spin: 296.4 kJ/mol
total charge: -1

=====

Here is a molecular structure, C15H24Br12CoF9O9S3 from the Open Molecules 2025 dataset. Energies are from ωB97M-V with the def2-TZVPD basis set.

Each line ends with the Mulliken spin population.
Geometry (Å):
Co  -25.4905  -16.3664  -5.0748  2.901
C  -24.2501  -19.8561  -3.5533  0.003
F  -23.4217  -18.8165  -3.5031  0.000
F  -23.8585  -20.6771  -4.5263  0.000
F  -24.1584  -20.4738  -2.3806  0.000
S  -26.0315  -19.3932  -3.8379  -0.003
O  -26.6812  -20.5626  -4.3492  0.002
O  -26.4682  -18.9650  -2.5372  0.002
O  -25.9409  -18.2962  -4.8314  0.012
C  -24.2282  -12.0067  -5.4317  0.001
F  -24.8036  -11.8824  -6.6251  0.000
F  -23.0287  -12.5687  -5.6377  0.000
F  -24.0569  -10.8482  -4.8251  0.000
S  -25.3145  -13.0867  -4.3537  -0.002
O  -26.6702  -12.7455  -4.7037  0.002
O  -24.9399  -14.4572  -4.7659  0.016
O  -24.9737  -12.7785  -2.9906  0.004
C  -24.3561  -15.2068  -8.8148  -0.012
F  -24.4754  -14.0734  -8.1612  0.001
F  -25.1886  -15.2261  -9.8425  0.002
F  -23.1124  -15.3404  -9.2314  0.001
S  -24.7817  -16.6355  -7.6664  0.003
O  -26.0551  -16.2337  -6.9792  0.045
O  -24.7979  -17.8181  -8.4771  0.001
O  -23.8550  -16.6113  -6.5116  0.024
Br  -20.6041  -15.8079  -13.3180  0.000
C  -21.4093  -15.6949  -11.5101  0.000
C  -20.5822  -14.7427  -10.6859  0.000
Br  -18.8028  -15.5609  -10.3365  0.000
H  -21.3256  -16.7006  -11.1090  0.000
H  -22.4617  -15.4454  -11.6156  0.000
H  -21.0308  -14.5991  -9.6997  0.000
H  -20.4490  -13.7138  -11.0062  0.000
Br  -20.8559  -17.9338  -8.5933  0.000
C  -22.0150  -19.0427  -7.4449  -0.001
C  -21.2796  -20.2893  -6.9995  0.000
Br  -20.0490  -19.8592  -5.5442  0.000
H  -22.8946  -19.2658  -8.0437  0.001
H  -22.2033  -18.3961  -6.6033  -0.001
H  -20.6467  -20.6896  -7.7899  0.000
H  -21.9182  -21.1148  -6.7011  0.000
Br  -28.8440  -13.0727  -11.6637  0.000
C  -28.0310  -14.8422  -11.4049  0.000
C  -26.6027  -14.8098  -11.9392  0.000
Br  -26.5910  -14.6198  -13.8666  0.000
H  -28.5654  -15.5965  -11.9798  0.000
H  -28.1053  -15.1243  -10.3586  0.000
H  -26.0754  -15.7233  -11.6564  0.000
H  -26.0067  -14.0285  -11.4783  0.000
Br  -24.5411  -17.7456  -13.3127  0.000
C  -24.4967  -18.6564  -11.5740  0.000
C  -24.6058  -20.1533  -11.6857  0.000
Br  -24.2978  -20.8470  -9.8737  0.000
H  -25.3267  -18.3075  -10.9568  0.000
H  -23.6168  -18.3220  -11.0279  0.000
H  -23.8716  -20.5909  -12.3546  0.000
H  -25.6088  -20.4248  -12.0026  0.000
Br  -25.4681  -10.5183  -7.5758  0.000
C  -25.0410  -11.1296  -9.3660  0.000
C  -23.7304  -11.8873  -9.3102  0.000
Br  -23.5540  -12.9463  -10.9968  0.000
H  -24.8911  -10.2267  -9.9542  0.000
H  -25.8885  -11.6835  -9.7511  0.000
H  -23.7982  -12.6039  -8.4937  0.000
H  -22.8400  -11.2834  -9.1877  0.000
Br  -27.4208  -22.8652  -7.2572  0.000
C  -27.6497  -21.3147  -8.4339  0.000
C  -27.4754  -20.0286  -7.6332  0.000
Br  -28.1770  -18.5959  -8.7658  0.000
H  -28.5932  -21.3725  -8.9626  0.000
H  -26.8170  -21.3519  -9.1287  0.000
H  -26.4194  -19.8259  -7.4740  0.000
H  -27.9501  -20.0389  -6.6578  0.000

Atoms 1-6, force components in eV/Å:
0.36 0.30 0.10
-0.50 -0.16 0.02
-0.04 0.41 -0.31
0.32 -0.08 -0.09
0.00 -0.36 -0.03
-0.56 -0.51 1.58

## Properties
frontier orbital gap (spin up / spin down): 7.4975 / 6.6566 eV
ΔE to the lowest compared entry with this formula, charge and spin: 428.0 kJ/mol
total charge: -1
2S+1: 4

=====

Here is C6H10O in the gas phase from the Open Molecules 2025 dataset. Energies are from ωB97M-V with the def2-TZVPD basis set.

Each line ends with the Löwdin charge.
Geometry (Å):
C  -1.0265  -0.0168  -2.1883  0.003
C  -1.2943  0.7381  -1.1199  -0.183
C  -1.2182  0.1938  0.3038  -0.156
C  0.2777  0.3770  0.7029  -0.260
C  1.1256  -0.3969  1.8466  -0.028
C  1.1559  -0.3120  -0.2775  -0.350
O  0.9041  -1.4006  -0.7368  0.017
H  -0.9047  0.3946  -3.1859  0.060
H  -0.8319  -1.0762  -2.0715  0.058
H  -1.4627  1.8074  -1.2594  0.098
H  -1.4955  -0.8628  0.3063  0.113
H  -1.9347  0.7295  0.9458  0.109
H  0.4564  1.4572  0.7910  0.135
H  1.9065  -1.0778  1.4509  0.082
H  0.4928  -1.0516  2.4408  0.086
H  1.7040  0.3206  2.4295  0.077
H  2.1456  0.1765  -0.3782  0.140

Atoms 1-6, force components in eV/Å:
-0.22 0.26 0.24
0.02 -0.29 -0.34
0.14 -0.15 0.04
0.47 -0.37 0.21
-0.43 0.26 0.53
0.16 0.02 -0.71

## Properties
structure (SMILES): C=CC[C@@H](C)C=O
frontier orbital gap: 10.4113 eV
ΔE to the lowest compared entry with this formula, charge and spin: 169.1 kJ/mol
total charge: 0

=====

Here is 2 unconnected molecules or ions with the total composition C3H2ClF2N from the Open Molecules 2025 dataset. Energies are from ωB97M-V with the def2-TZVPD basis set.

Each line ends with the Löwdin charge.
Geometry (Å):
C  0.9704  -0.6056  1.0435  -0.193
C  -0.9491  0.0495  -0.5434  -0.119
C  0.0566  0.3421  0.5027  -0.280
N  1.6980  -1.4589  1.3667  0.218
F  -2.0463  -0.2806  0.2968  -0.066
F  0.1908  1.5114  1.0624  0.150
Cl  2.1159  0.5800  -1.5983  0.005
H  -0.5599  -0.9234  -1.0169  0.152
H  -1.4763  0.7856  -1.1133  0.133

Atoms 1-6, force components in eV/Å:
0.40 -1.60 -0.16
-0.34 -2.66 1.40
2.85 1.04 -1.08
-1.06 1.23 -0.16
-0.53 -0.79 0.30
-0.82 0.29 -0.02

## Properties
frontier orbital gap (spin up / spin down): 8.7836 / 6.1589 eV
ΔE to the lowest compared entry with this formula, charge and spin: 252.3 kJ/mol
total charge: 0

=====

Number 1: E -132605.623 eV. Number 2: E -20911.607 eV. Number 3: E -27907.992 eV. Number 4: E -969470.672 eV. Number 5: E -8429.488 eV. Number 6: E -22586.672 eV.